[1]
Formula: C12H35FINO8PS
Source: the OMol25 dataset
Level of theory: ωB97M-V with the def2-TZVPD basis set

Output
**Total charge**: -1
**HOMO level**: -4.72 eV
**LUMO level**: 0.060 Ha
**Multiplicity**: 1
**Gap between HOMO and LUMO**: 6.36 eV

Geometry as XYZ:
```
60
Properties=species:S:1:pos:R:3:lowdin_charge:R:1
C -0.38 -1.85 1.91 -0.12
C -1.60 -1.05 1.15 -0.39
C -0.90 0.04 0.09 -0.10
C -2.56 -2.01 0.22 -0.37
N -3.62 -2.77 1.01 -0.51
I -3.45 -4.73 0.37 0.89
C -5.01 -2.21 0.81 -0.55
F -5.45 -2.16 -0.62 -0.14
P -5.04 -0.36 1.41 0.43
S -6.68 0.44 0.68 0.07
C -6.19 -2.97 1.65 -0.44
O -6.75 -4.15 1.37 -0.15
O -6.77 -2.25 2.84 -0.30
H 0.37 -1.01 2.30 0.07
H 0.20 -2.46 1.10 0.08
H -0.74 -2.51 2.82 0.09
H -2.21 -0.50 2.01 0.11
H 0.13 0.41 0.50 0.05
H -0.75 -0.58 -0.91 0.09
H -1.66 0.93 -0.15 0.09
H -3.03 -1.29 -0.60 0.12
H -1.89 -2.78 -0.39 0.05
H -5.01 -0.29 2.86 0.00
H -3.95 0.42 0.88 -0.04
C 3.14 0.89 -0.05 -0.15
O 1.99 1.58 0.42 -0.15
H 2.93 -0.18 -0.06 0.09
H 3.37 1.22 -1.06 0.07
H 3.98 1.09 0.62 0.05
H 2.20 2.52 0.42 0.09
C -7.84 2.90 -2.79 -0.18
O -6.61 3.37 -2.26 -0.15
H -8.00 3.34 -3.77 0.07
H -7.80 1.81 -2.88 0.08
H -8.65 3.19 -2.12 0.07
H -6.50 2.95 -1.39 0.05
C 3.79 -0.48 3.42 -0.15
O 4.57 -0.51 2.23 -0.15
H 3.12 -1.35 3.43 0.08
H 4.45 -0.53 4.29 0.08
H 3.20 0.43 3.44 0.07
H 5.15 0.27 2.25 0.08
C 6.05 0.90 -2.51 -0.16
O 5.99 0.75 -1.10 -0.14
H 5.35 1.67 -2.82 0.08
H 7.06 1.19 -2.80 0.08
H 5.79 -0.05 -2.99 0.06
H 6.63 0.06 -0.86 0.09
C 0.41 2.96 3.51 -0.16
O 1.81 3.11 3.41 -0.14
H 0.03 3.61 4.30 0.08
H -0.06 3.23 2.56 0.08
H 0.17 1.92 3.75 0.08
H 2.12 2.52 2.70 0.04
C 6.12 -1.69 -5.84 -0.16
O 5.40 -0.77 -5.04 -0.15
H 6.96 -2.08 -5.27 0.08
H 5.46 -2.51 -6.12 0.08
H 6.48 -1.18 -6.74 0.08
H 4.66 -0.44 -5.57 0.09
```

=====

[2]
Formula: C5H6N2S
Source: the OMol25 dataset
Level of theory: ωB97M-V with the def2-TZVPD basis set

Output
**HOMO level**: -8.23 eV
**LUMO level**: 0.024 Ha
**Multiplicity**: 1
**Gap between HOMO and LUMO**: 8.88 eV
**SMILES**: [H]/N=C\n1cccc1S

Geometry as XYZ:
```
14
Properties=species:S:1:pos:R:3:lowdin_charge:R:1
H 0.42 2.76 -1.05 0.03
N 0.74 2.14 -1.79 0.12
C 0.64 0.91 -1.51 -0.24
N 0.14 0.33 -0.33 -0.09
C -0.36 1.01 0.77 -0.08
C -0.75 0.09 1.70 -0.09
C -0.49 -1.20 1.16 -0.11
C 0.05 -1.03 -0.08 -0.64
S 0.59 -2.21 -1.28 0.79
H 0.99 0.20 -2.23 0.08
H -0.40 2.11 0.82 0.12
H -1.19 0.33 2.65 0.10
H -0.67 -2.16 1.65 0.10
H 0.28 -3.28 -0.49 -0.10
```

=====

[3]
Formula: C28H46BiNOP2
Source: the OMol25 dataset
Level of theory: ωB97M-V with the def2-TZVPD basis set

Output
**Total charge**: +1
**HOMO level (spin up / spin down)**: -8.84 / -8.94 eV
**LUMO level (spin up / spin down)**: -0.156 / -0.180 Ha
**Multiplicity**: 2
**Gap between HOMO and LUMO (spin up / spin down)**: 4.59 / 4.04 eV
**Expectation value of S²**: 1.773

Geometry as XYZ:
```
79
Properties=species:S:1:pos:R:3:lowdin_spin:R:1
Bi -3.25 2.54 2.03 1.56
C 2.36 -3.78 0.03 -0.01
C 3.23 -2.66 0.04 -0.31
C 2.45 -2.94 2.18 -0.15
C 1.86 -3.95 1.35 -0.26
C 3.31 -2.14 1.37 -0.09
C 2.06 -4.64 -1.15 0.01
H 1.61 -4.04 -1.96 0.00
H 1.36 -5.43 -0.86 0.00
H 2.99 -5.10 -1.53 0.00
C 0.95 -5.01 1.82 -0.05
H 0.67 -5.67 0.98 0.00
H 0.02 -4.59 2.25 -0.01
H 1.43 -5.63 2.59 -0.01
C 2.29 -2.84 3.64 -0.02
H 2.44 -3.82 4.11 -0.01
H 1.29 -2.48 3.93 -0.01
H 3.02 -2.15 4.05 0.00
C 4.22 -1.07 1.83 -0.01
H 5.27 -1.42 1.84 0.00
H 3.95 -0.76 2.85 0.00
H 4.16 -0.19 1.16 0.00
C 4.01 -2.14 -1.11 -0.06
H 5.09 -2.34 -1.01 -0.02
H 3.89 -1.05 -1.20 -0.01
H 3.68 -2.59 -2.05 0.00
C -0.78 -1.30 -1.94 0.00
C 0.51 -1.42 -2.33 0.00
C 1.23 -0.53 -3.30 0.00
C 0.53 0.85 -3.40 0.00
C 0.97 1.62 -2.20 0.01
C 0.60 1.35 -0.94 0.00
C -0.72 0.79 -0.41 0.01
C -1.52 -0.09 -1.42 0.00
H 1.38 -0.95 -4.31 0.00
H -0.54 0.70 -3.51 0.00
H 2.27 -0.37 -2.97 0.00
H -1.94 0.51 -2.25 0.00
H -1.33 -2.25 -1.83 0.00
H 1.11 -2.29 -2.03 0.00
H -2.40 -0.45 -0.86 0.00
H -0.46 0.17 0.46 0.00
H 1.12 1.83 -0.09 0.00
H -1.37 1.61 0.06 0.03
H 0.83 1.36 -4.32 0.00
H 1.66 2.44 -2.41 0.00
P -2.33 3.08 -2.03 0.02
C -3.98 3.46 -2.81 0.00
C -1.41 3.72 -3.52 0.00
P -0.66 4.15 0.32 0.10
C -2.09 4.51 -0.86 0.02
C 0.65 4.98 -0.70 0.03
C -0.37 5.52 1.53 0.01
H -4.75 3.50 -2.03 0.00
H -4.23 2.64 -3.52 0.00
H -3.93 4.42 -3.36 0.00
H -1.91 4.61 -3.95 0.00
H -1.36 2.96 -4.32 0.00
H -0.37 4.00 -3.30 0.00
H -0.66 6.52 1.18 0.00
H 0.71 5.53 1.79 0.00
H -0.93 5.27 2.43 0.01
H -3.00 4.53 -0.25 0.01
H -1.97 5.45 -1.43 0.00
H 1.48 5.24 -0.03 0.00
H 0.29 5.92 -1.13 0.00
H 1.05 4.34 -1.48 0.00
O -2.05 0.69 2.96 0.10
N -2.51 -0.60 3.17 0.00
C -1.80 -1.47 3.95 0.00
C -2.26 -2.79 4.11 0.00
C -3.52 -3.16 3.60 0.00
C -4.14 -2.27 2.72 0.00
C -3.67 -0.97 2.59 0.03
H -0.89 -1.11 4.46 0.00
H -1.65 -3.54 4.64 0.00
H -3.98 -4.13 3.85 0.00
H -5.02 -2.55 2.17 0.00
H -4.21 -0.19 2.04 0.04
```

=====

[4]
Formula: C6H8LiO6Tl
Source: the OMol25 dataset
Level of theory: ωB97M-V with the def2-TZVPD basis set

Output
**HOMO level**: -6.91 eV
**LUMO level**: -0.028 Ha
**Multiplicity**: 1
**Gap between HOMO and LUMO**: 6.14 eV

Geometry as XYZ:
```
22
Properties=species:S:1:pos:R:3:lowdin_charge:R:1
O 2.36 -1.60 0.61 -0.11
C 1.49 -0.60 0.91 -0.14
C 2.97 -1.45 -0.69 -0.16
O 0.50 -0.68 -0.07 -0.03
O 2.67 0.72 0.15 -0.35
C 3.44 0.01 -0.76 -0.30
H 2.23 -1.65 -1.48 0.11
H 3.81 -2.16 -0.73 0.12
H 3.39 0.34 -1.82 0.11
H 4.50 0.07 -0.46 0.11
O -1.39 -0.73 1.27 0.01
C -0.74 -0.06 0.23 -0.83
C -1.96 -1.91 0.72 -0.13
O -0.65 1.23 0.42 -0.34
O -1.57 -0.33 -0.92 -0.23
C -2.39 -1.46 -0.68 -0.13
H -2.79 -2.23 1.35 0.13
H -1.20 -2.71 0.68 0.14
H -3.44 -1.15 -0.71 0.12
H -2.21 -2.23 -1.44 0.13
Li 1.16 1.73 0.59 0.70
Tl -2.30 2.03 -1.03 1.07
```

=====

[5]
Formula: C4H15N2O
Source: the OMol25 dataset
Level of theory: ωB97M-V with the def2-TZVPD basis set

Output
**Total charge**: +1
**HOMO level**: -13.31 eV
**LUMO level**: -0.118 Ha
**Multiplicity**: 1
**Gap between HOMO and LUMO**: 10.09 eV

Geometry as XYZ:
```
22
Properties=species:S:1:pos:R:3:lowdin_charge:R:1
C -0.23 1.03 0.09 -0.22
N -0.80 1.49 1.37 0.02
C 0.68 -0.22 0.30 -0.30
N -0.19 -1.12 1.15 0.16
C 2.42 -1.59 -1.05 -0.11
C 1.11 -0.87 -1.04 -0.25
H -0.88 0.99 -0.80 0.12
H 0.43 1.80 -0.32 0.12
H -1.70 1.79 1.38 0.01
H -0.17 1.78 2.15 0.13
H 1.76 0.03 0.72 0.19
H -0.73 -1.82 0.55 0.18
H -0.99 -0.57 1.72 0.21
H 0.38 -1.69 1.77 0.15
H 3.14 -1.05 -1.68 0.09
H 2.90 -1.83 -0.05 0.10
H 2.23 -2.62 -1.28 0.07
H 0.24 -1.49 -1.28 0.11
H 1.10 -0.12 -1.92 0.15
H -3.16 2.34 -1.21 0.04
H -4.19 1.63 -0.27 0.05
O -3.36 2.12 -0.30 -0.04
```

=====

[6]
Formula: C29H24BF6NO2S
Source: the OMol25 dataset
Level of theory: ωB97M-V with the def2-TZVPD basis set

Output
**HOMO level**: -4.78 eV
**LUMO level**: -0.048 Ha
**Multiplicity**: 1
**Gap between HOMO and LUMO**: 3.47 eV

Geometry as XYZ:
```
64
Properties=species:S:1:pos:R:3:lowdin_charge:R:1
C -4.12 0.39 -1.28 -0.09
C -2.82 -0.16 -1.65 -0.47
C -2.52 -1.23 -2.46 -0.10
C -1.14 -1.43 -2.71 -0.09
C -0.30 -0.53 -2.03 -0.38
B -2.85 -0.62 2.27 -0.59
C 1.01 -0.12 -2.52 -0.18
C 1.48 1.19 -2.32 0.04
C 2.80 1.51 -2.62 -0.10
C 3.34 2.86 -2.26 -0.50
F 4.33 2.75 -1.31 0.11
F 3.90 3.51 -3.33 0.13
F 2.39 3.69 -1.73 0.11
C 3.66 0.56 -3.19 0.05
C 3.16 -0.70 -3.46 -0.11
C 4.11 -1.76 -3.97 -0.51
F 4.82 -2.32 -2.93 0.11
F 3.45 -2.78 -4.60 0.12
F 5.02 -1.26 -4.85 0.12
C 1.84 -1.04 -3.18 0.06
O -3.67 0.49 2.20 0.07
C -4.88 0.14 2.91 -0.11
C -4.72 -1.32 3.33 -0.10
O -3.41 -1.73 2.85 0.11
S -1.34 0.60 -1.07 1.30
H -4.91 -0.27 -1.64 0.09
H -4.22 0.50 -0.19 0.07
H -4.27 1.39 -1.72 0.09
H -3.30 -1.83 -2.93 0.12
H -0.74 -2.15 -3.43 0.11
H 0.82 1.96 -1.95 0.11
H 4.69 0.82 -3.41 0.14
H 1.48 -2.04 -3.41 0.13
H -4.98 0.80 3.79 0.13
H -5.75 0.28 2.25 0.12
H -4.76 -1.44 4.42 0.13
H -5.49 -1.96 2.87 0.12
C 0.49 2.79 1.65 -0.04
N 0.15 1.41 1.30 -0.08
C -0.84 0.78 2.02 -0.23
C -1.03 1.12 3.36 -0.05
C -0.95 0.08 4.29 -0.08
C -0.65 -1.22 3.85 -0.10
C -0.68 -1.52 2.50 -0.06
C -1.30 -0.57 1.57 -0.18
C -0.69 -0.76 0.02 -0.28
C 0.78 -0.64 0.26 -0.22
C 1.18 0.61 0.75 -0.18
C 2.53 0.94 0.87 -0.01
C 3.48 -0.02 0.54 -0.07
C 3.09 -1.30 0.16 -0.08
C 1.74 -1.62 0.03 -0.03
H 1.02 3.25 0.82 0.09
H -0.44 3.35 1.83 0.10
H 1.12 2.82 2.56 0.10
H -1.05 2.16 3.68 0.11
H -0.98 0.30 5.36 0.10
H -0.37 -1.98 4.58 0.11
H -0.30 -2.47 2.11 0.12
H -1.02 -1.75 -0.31 0.14
H 2.82 1.94 1.22 0.11
H 4.54 0.23 0.60 0.11
H 3.84 -2.06 -0.06 0.11
H 1.42 -2.62 -0.31 0.14
```

=====

Taking the records one at a time from the top gives E_tot values of -61817.53334 -19096.89480 -57723.42673 -23533.45364 -9411.46055 -63859.99110 eV.